# 1
{"formula": "C17H37BI2NO9P", "method": "ωB97M-V/def2-TZVPD", "e_tot_ha": -2363.65248, "charge": 0, "symbols": ["C", "C", "C", "I", "O", "P", "O", "O", "I", "O", "B", "O", "N", "C", "C", "H", "H", "H", "H", "H", "H", "H", "H", "H", "H", "H", "H", "H", "C", "C", "O", "C", "H", "H", "H", "H", "H", "H", "C", "C", "O", "C", "H", "H", "H", "H", "H", "H", "C", "C", "O", "C", "H", "H", "H", "H", "H", "H", "C", "C", "O", "C", "H", "H", "H", "H", "H", "H"], "positions_angstrom": [[3.1361, -3.3532, 1.8288], [3.0905, -1.9961, 2.5105], [2.5313, -0.8289, 1.7193], [3.2278, -0.6856, -0.3086], [1.1097, -0.9102, 1.6671], [0.2478, 0.1632, 2.4635], [0.6183, 0.3692, 3.8596], [0.3844, 1.4627, 1.5522], [-1.0730, 2.8176, 1.6730], [-1.2195, -0.3448, 2.1576], [-1.7944, -1.5691, 2.4827], [-1.0738, -2.3701, 3.3226], [-3.0908, -1.8971, 1.9103], [-4.1143, -2.1739, 2.9169], [-3.0089, -2.9028, 0.8469], [3.6799, -4.0504, 2.4636], [3.6590, -3.3131, 0.8742], [2.1318, -3.7522, 1.6722], [2.4316, -2.0553, 3.3833], [4.0795, -1.7218, 2.8805], [2.8433, 0.1166, 2.1587], [-1.4850, -3.2228, 3.4660], [-5.0878, -1.7821, 2.6124], [-4.2361, -3.2509, 3.0989], [-3.8566, -1.7028, 3.8679], [-3.5037, -3.8346, 1.1399], [-1.9703, -3.1505, 0.6055], [-3.4800, -2.5524, -0.0751], [-1.3357, 7.5539, 0.7043], [-1.7588, 6.2474, 0.0802], [-2.5499, 5.5118, 0.6291], [-1.1454, 5.9033, -1.2496], [-1.8396, 7.6921, 1.6574], [-0.2543, 7.5591, 0.8535], [-1.5755, 8.3816, 0.0343], [-0.0585, 5.8565, -1.1499], [-1.3795, 6.6679, -1.9910], [-1.5247, 4.9448, -1.5944], [-4.7314, -4.9248, -3.8101], [-5.4262, -4.1446, -2.7199], [-5.6733, -4.6358, -1.6443], [-5.7927, -2.7162, -3.0441], [-4.5170, -5.9328, -3.4646], [-5.3614, -4.9659, -4.7006], [-3.8024, -4.4258, -4.0927], [-6.4565, -2.6873, -3.9103], [-4.8963, -2.1494, -3.3033], [-6.2830, -2.2569, -2.1897], [-1.2401, 4.1146, -5.3698], [-1.0411, 5.6029, -5.2193], [-1.6825, 6.2516, -4.4262], [0.0012, 6.2374, -6.1073], [-2.0103, 3.7722, -4.6835], [-1.5281, 3.8775, -6.3957], [-0.3045, 3.5900, -5.1661], [-0.2484, 6.0676, -7.1563], [0.9749, 5.7778, -5.9275], [0.0558, 7.3049, -5.9108], [8.0488, -4.2816, 3.8808], [7.3035, -3.2208, 3.1086], [6.1318, -3.3374, 2.8355], [8.0955, -2.0050, 2.6934], [7.3793, -5.1028, 4.1229], [8.8896, -4.6518, 3.2910], [8.4587, -3.8564, 4.7988], [8.9379, -2.3036, 2.0666], [8.5064, -1.5077, 3.5741], [7.4567, -1.3166, 2.1458]], "forces_ev_per_angstrom": [[-0.115, -0.097, 0.099], [-0.007, 0.015, 0.052], [-0.111, -0.049, 0.238], [0.103, 0.041, -0.089], [0.102, 0.084, -0.166], [0.086, 0.045, 0.109], [-0.029, -0.055, 0.008], [-0.348, -0.183, 0.008], [0.139, 0.297, -0.233], [0.142, -0.112, -0.068], [-0.073, 0.079, -0.018], [0.049, 0.195, -0.086], [0.311, -0.296, 0.412], [-0.130, 0.010, -0.121], [-0.126, 0.156, -0.228], [-0.019, -0.006, 0.010], [-0.010, 0.011, 0.007], [0.008, 0.071, -0.109], [0.091, 0.057, 0.058], [0.058, -0.021, -0.165], [-0.075, -0.020, 0.033], [-0.097, -0.187, 0.089], [0.006, -0.030, -0.024], [0.030, 0.011, 0.036], [-0.026, 0.055, -0.035], [0.013, 0.012, 0.009], [-0.004, 0.069, -0.014], [-0.056, -0.054, 0.022], [-0.066, -0.011, 0.031], [0.060, 0.025, -0.049], [0.015, -0.103, 0.147], [-0.043, -0.085, 0.056], [0.004, 0.002, -0.003], [0.002, 0.002, -0.018], [0.021, -0.003, -0.010], [0.003, 0.027, -0.013], [0.019, 0.013, 0.008], [0.011, 0.003, -0.005], [-0.005, -0.040, 0.038], [0.012, 0.028, -0.016], [0.018, -0.003, 0.010], [-0.017, -0.002, 0.052], [0.001, 0.003, -0.005], [0.008, 0.017, -0.006], [-0.009, 0.011, -0.012], [0.015, 0.001, -0.011], [-0.001, -0.005, -0.016], [0.002, 0.002, -0.005], [-0.037, 0.009, 0.037], [0.005, -0.028, -0.011], [0.017, 0.017, -0.036], [-0.016, 0.045, 0.028], [0.003, -0.002, -0.003], [0.020, -0.001, -0.005], [0.005, 0.002, -0.017], [0.010, -0.016, 0.000], [-0.004, -0.014, -0.013], [0.002, -0.003, -0.004], [-0.049, -0.024, -0.001], [0.022, 0.023, -0.013], [0.048, -0.004, 0.038], [-0.048, 0.013, -0.021], [0.005, 0.001, 0.001], [0.011, 0.014, 0.007], [0.016, 0.005, -0.010], [0.011, -0.003, 0.016], [0.015, -0.011, -0.001], [0.005, -0.001, 0.000]]}


# 2
{"formula": "C17H37FN6O2", "method": "ωB97M-V/def2-TZVPD", "smiles": "CCCN[C@](F)(C#N)[C@H](C#N)CCN.COC[C@@H](C)N.COC[C@@H](C)N", "e_tot_ha": -1248.63029, "charge": 0, "symbols": ["C", "C", "C", "N", "C", "F", "C", "N", "C", "C", "N", "C", "C", "N", "H", "H", "H", "H", "H", "H", "H", "H", "H", "H", "H", "H", "H", "H", "H", "C", "O", "C", "C", "C", "N", "H", "H", "H", "H", "H", "H", "H", "H", "H", "H", "H", "C", "O", "C", "C", "C", "N", "H", "H", "H", "H", "H", "H", "H", "H", "H", "H", "H"], "positions_angstrom": [[1.7701, 1.0893, -2.3425], [1.2552, 1.9015, -3.6713], [1.1878, 3.4949, -3.4551], [0.3422, 3.9464, -2.3077], [-0.9822, 4.4546, -2.7240], [-0.8285, 5.7296, -3.4274], [-1.7588, 4.8392, -1.3436], [-2.4017, 4.9578, -0.3166], [-1.8612, 3.4436, -3.6197], [-1.6849, 3.6876, -5.2139], [-1.5545, 3.8881, -6.4061], [-3.4492, 3.4831, -3.3346], [-3.9018, 2.2989, -2.3012], [-4.8378, 1.3638, -3.0330], [1.9146, 1.8164, -1.4450], [1.0190, 0.2511, -2.0279], [2.7805, 0.5998, -2.5684], [2.0873, 1.7183, -4.4646], [0.3009, 1.4390, -4.1266], [2.2753, 3.8327, -3.2122], [0.9373, 4.0318, -4.4556], [0.2725, 3.2477, -1.5540], [-1.5091, 2.3700, -3.3513], [-3.8643, 4.5130, -3.0498], [-3.9644, 3.2035, -4.3391], [-4.4522, 2.6920, -1.3779], [-2.9889, 1.7069, -1.9302], [-5.4690, 0.8810, -2.3645], [-4.2993, 0.6595, -3.5736], [-1.0521, -1.2965, 0.0247], [-0.0861, -1.9609, -0.7713], [0.7649, -2.8509, -0.0505], [0.1492, -4.2396, 0.2172], [-0.8837, -4.2438, 1.3402], [-0.4622, -4.8021, -0.9950], [-0.6755, -1.0682, 1.0262], [-1.9638, -1.8948, 0.0866], [-1.3099, -0.3558, -0.4696], [1.6473, -2.9907, -0.6836], [1.1179, -2.3824, 0.8765], [0.9639, -4.9028, 0.5285], [-1.8417, -3.8195, 1.0315], [-1.0820, -5.2671, 1.6703], [-0.5235, -3.6800, 2.2058], [0.2561, -4.8878, -1.7127], [-1.0941, -4.0941, -1.3715], [3.0421, 0.3522, 5.0568], [3.7524, -0.8499, 4.8128], [3.2945, -1.9724, 5.5629], [2.0604, -2.6764, 4.9618], [0.7526, -1.9264, 5.1985], [2.2214, -2.9100, 3.5202], [2.7163, 0.4350, 6.0978], [2.1867, 0.4270, 4.3817], [3.7083, 1.1900, 4.8367], [4.1244, -2.6865, 5.5586], [3.1281, -1.6947, 6.6113], [1.9664, -3.6492, 5.4575], [0.6420, -1.0582, 4.5451], [-0.1015, -2.5808, 5.0033], [0.6784, -1.5849, 6.2350], [3.0436, -3.4940, 3.3745], [2.4828, -2.0181, 3.0970]], "forces_ev_per_angstrom": [[-0.626, 0.132, 0.023], [1.060, -0.386, -0.338], [1.558, -0.526, -0.564], [-1.335, 0.583, -1.529], [0.114, 1.048, 1.231], [-0.221, -2.603, 1.230], [-2.621, -0.459, 3.280], [3.815, -0.588, -5.953], [-0.822, 0.037, -1.206], [0.953, 0.812, -3.289], [-0.797, -1.216, 6.796], [-0.611, -0.930, -0.576], [-0.084, -0.040, -0.199], [0.524, 0.009, 0.758], [-0.207, -1.302, -1.496], [1.419, 1.544, -0.527], [-1.510, 0.719, 0.437], [-1.564, 0.460, 1.174], [1.396, 0.849, 0.900], [-1.826, -0.589, -0.391], [0.053, -0.861, 1.945], [-0.084, 0.547, -0.588], [-0.424, 1.946, -0.743], [0.936, -1.470, -0.260], [0.847, 0.497, 1.794], [0.884, -0.352, -1.431], [-1.024, 1.081, -0.382], [0.835, 0.354, -0.738], [-0.637, 0.637, 0.670], [-0.101, -0.010, -0.332], [0.202, 0.036, 0.311], [0.180, -0.158, -0.126], [-0.335, 0.246, -0.032], [-0.037, -0.057, 0.293], [0.234, 0.214, -0.145], [-0.014, -0.101, 0.010], [-0.034, 0.077, 0.232], [0.101, -0.050, -0.017], [-0.119, 0.050, -0.080], [-0.172, -0.038, 0.062], [0.028, 0.120, -0.096], [0.095, -0.010, -0.081], [0.026, 0.083, -0.111], [0.028, -0.034, -0.069], [-0.078, -0.131, 0.083], [0.015, -0.178, 0.112], [0.174, 0.085, -0.313], [-0.160, -0.197, 0.420], [0.142, -0.165, -0.166], [-0.027, 0.388, -0.107], [-0.232, -0.056, 0.111], [0.270, 0.005, 0.028], [-0.059, -0.071, -0.034], [-0.135, 0.107, 0.171], [0.022, -0.143, 0.033], [-0.002, 0.100, -0.091], [-0.115, 0.088, -0.042], [0.137, 0.045, -0.040], [0.105, -0.055, 0.031], [0.118, 0.032, -0.025], [0.007, 0.000, -0.075], [-0.158, -0.041, -0.020], [-0.107, -0.114, 0.075]]}